No. 1
Entry from the Open Molecules 2025 dataset: C35H35N3O2RuSbSe4 as an isolated structure (ωB97M-V/def2-TZVPD).

As for the lowest unoccupied orbital energy (spin up / spin down): 3.891 / 3.890 eV. The electronic energy comes out at -315934.8985 eV. The value obtained for the HOMO energy (spin up / spin down) is -0.637 / -0.648 eV. The orbital gap (spin up / spin down) comes out at 0.166 / 0.167 Eh. As for the energy relative to the best compared isomer or geometry (same formula, charge and spin): 3.7228 eV.

ORCA input file:
```
! RIJCOSX wB97M-V def2-TZVPD def2/J DEFGRID3
* xyz -2 2
Ru -0.51403 -0.06087 0.07929
O -0.71259 2.10537 0.06411
C 0.33991 2.97064 -0.02067
C 1.59457 2.34089 0.65126
C 2.11247 1.09841 -0.01411
C 3.09095 1.16614 -0.99616
C 3.70742 0.00338 -1.41808
C 3.32924 -1.19015 -0.82208
C 2.29127 -1.21324 0.09050
C 1.89286 -2.47966 0.78638
C 0.52454 -3.07242 0.33750
O -0.45793 -2.16392 0.67398
C 0.27047 -4.40292 1.07055
C -0.99677 -4.64641 1.58793
C -1.32083 -5.88948 2.11314
C -0.37696 -6.90545 2.13669
C 0.89305 -6.66856 1.62995
C 1.21154 -5.42999 1.09284
C 0.48063 -3.50804 -1.14726
C 1.60360 -3.78759 -1.91802
C 1.47584 -4.17220 -3.24748
C 0.21980 -4.32747 -3.81300
C -0.90966 -4.13448 -3.02925
C -0.77202 -3.72930 -1.71284
N 1.66146 -0.07844 0.47308
C 0.66377 3.38072 -1.47420
C 1.78569 4.13460 -1.81117
C 2.06534 4.44221 -3.13492
C 1.22208 3.99947 -4.14476
C 0.06983 3.29955 -3.81538
C -0.21201 3.01412 -2.48653
C -0.06337 4.27140 0.70015
C -1.23410 4.89718 0.27139
C -1.68252 6.06319 0.86569
C -0.96704 6.63331 1.91331
C 0.18964 6.01598 2.35707
C 0.63589 4.84214 1.75830
H 1.28928 2.07766 1.66590
H 2.41009 3.06647 0.70621
H 3.40342 2.12675 -1.37667
H 4.49841 0.03048 -2.15629
H 3.86667 -2.10054 -1.04418
H 1.76574 -2.26177 1.84816
H 2.69627 -3.21432 0.69172
H -1.73931 -3.86080 1.54630
H -2.32479 -6.06594 2.47888
H -0.62901 -7.88325 2.53123
H 1.63648 -7.45850 1.63250
H 2.19728 -5.28089 0.66666
H 2.59435 -3.73128 -1.48656
H 2.37082 -4.35389 -3.83430
H 0.12696 -4.60705 -4.85650
H -1.90564 -4.30000 -3.42326
H -1.65408 -3.60634 -1.09796
H 2.45222 4.49678 -1.03440
H 2.94952 5.02219 -3.37641
H 1.45701 4.20739 -5.18248
H -0.60562 2.96289 -4.59213
H -1.11471 2.48516 -2.21415
H -1.79884 4.44475 -0.53414
H -2.59209 6.53227 0.51021
H -1.31211 7.54759 2.38146
H 0.75705 6.44704 3.17449
H 1.53890 4.37752 2.13227
N -0.80636 0.06273 2.59040
C -1.43258 1.11304 3.41239
C -2.94416 1.26802 3.23620
N -3.30774 1.54273 1.87071
H -1.25533 -0.83463 2.73221
H 0.17223 -0.03489 2.82847
H -0.94702 2.05917 3.15165
H -1.25354 0.93153 4.48132
H -3.27215 2.04243 3.95063
H -3.43874 0.33196 3.52208
H -2.76757 2.29203 1.44996
H -4.30117 1.71120 1.76177
Se -6.45691 -0.36881 -0.56882
Sb -4.55953 -1.33252 -1.79344
Se -1.30256 -0.26501 -2.12887
Se -2.59567 -0.69281 -0.34061
Se -4.97750 -3.74466 -1.55978
*
```

Mulliken population analysis, charges in e, atoms 1 to 6: 1.16, -0.66, 2.17, -2.24, 0.54, -0.33

No. 2
Entry from the Open Molecules 2025 dataset: C35H35N6PPtS as an isolated structure (ωB97M-V/def2-TZVPD).

As for the lowest unoccupied orbital energy (spin up / spin down): 4.468 / 4.468 eV. The electronic energy comes out at -69171.7379 eV. The value obtained for the HOMO energy (spin up / spin down) is 0.890 / 0.937 eV. The orbital gap (spin up / spin down) comes out at 0.131 / 0.130 Eh. As for the energy relative to the best compared isomer or geometry (same formula, charge and spin): 0.9769 eV.

ORCA input file:
```
! RIJCOSX wB97M-V def2-TZVPD def2/J DEFGRID3
* xyz -2 1
Pt 1.01124 0.53955 0.32701
N 4.64477 2.52214 2.02127
C 3.51857 2.01110 1.34091
S 1.98905 2.17312 2.09696
N 3.81843 1.49254 0.17800
N 2.74683 0.94656 -0.49487
C 2.91297 0.72083 -1.77312
C 4.22934 0.84941 -2.47797
C 4.27250 1.37323 -3.76629
C 5.46937 1.47892 -4.47494
C 6.65621 1.05795 -3.89920
C 6.62717 0.52584 -2.61467
C 5.43243 0.42422 -1.91391
C 1.72936 0.34636 -2.55303
C 1.80096 -0.52290 -3.66321
C 0.65197 -0.91064 -4.29631
C -0.58066 -0.43758 -3.81168
C -0.56392 0.42235 -2.74297
N 0.55748 0.85661 -2.13568
H 4.53586 2.42779 3.01979
H 5.49490 2.10198 1.67124
H 3.34907 1.71340 -4.22045
H 5.46362 1.89500 -5.47597
H 7.59200 1.14287 -4.44023
H 7.54427 0.18086 -2.15106
H 5.41535 -0.00096 -0.92079
H 2.76166 -0.91941 -3.96887
H 0.69419 -1.60730 -5.12599
H -1.52240 -0.73499 -4.25675
H -1.48889 0.81746 -2.33194
N -0.82366 0.18218 1.12912
P -2.28363 0.34345 1.31277
C -2.79787 1.08670 2.92829
C -4.05730 1.59654 3.22766
C -4.32808 2.13391 4.48425
C -3.32618 2.17004 5.44796
C -2.06142 1.68246 5.14964
C -1.79536 1.14462 3.89271
C -3.17014 -1.27542 1.25101
C -4.37012 -1.59537 1.87468
C -4.86879 -2.89667 1.82675
C -4.16419 -3.88012 1.14503
C -2.96475 -3.56539 0.51696
C -2.45900 -2.26850 0.57714
C -3.27411 1.37100 0.13065
C -4.04818 0.81529 -0.88472
C -4.69887 1.62753 -1.81364
C -4.57703 3.00703 -1.73622
C -3.78995 3.57337 -0.73957
C -3.14251 2.75864 0.18090
H -4.83364 1.59447 2.46835
H -5.31105 2.53398 4.70512
H -3.53024 2.59159 6.42632
H -1.27008 1.73120 5.88908
H -0.80790 0.78257 3.61562
H -4.92825 -0.83219 2.40660
H -5.79864 -3.14015 2.32830
H -4.54446 -4.89625 1.11464
H -2.40423 -4.33016 -0.00923
H -1.49617 -2.00295 0.12490
H -4.13788 -0.26261 -0.95857
H -5.29544 1.17854 -2.59961
H -5.08252 3.64049 -2.45652
H -3.67339 4.64973 -0.68503
H -2.50919 3.20165 0.94279
C 3.21335 -2.31346 0.41270
C 1.65176 -2.31543 0.44870
C 1.25527 -2.21953 1.93153
C 1.18842 -3.68203 -0.08795
N 1.09973 -1.31681 -0.44112
H 3.67882 -3.11498 1.01776
H 3.56763 -1.34586 0.78645
H 3.53857 -2.41831 -0.62860
H 1.71600 -3.04126 2.50482
H 0.16938 -2.26796 2.04439
H 1.58046 -1.26501 2.34930
H 1.57403 -4.52120 0.51440
H 1.53105 -3.80018 -1.12160
H 0.09604 -3.71552 -0.09021
*
```

Mulliken population analysis, charges in e, atoms 1 to 6: 0.80, -0.59, 0.27, -0.53, -1.09, 0.39

Q: Number 2 is which compound?
A: C35H35N6PPtS

Q: What is the energy relative to the best compared isomer or geometry (same formula, charge and spin) in the first record?
A: 3.7228 eV

Q: Among the records above, which one has the lowest electronic energy?
A: C35H35N3O2RuSbSe4